Record 1
Here is an isolated molecule of C4H10O6P2 in a non-equilibrium geometry from the OMol25 dataset. Energies are from ωB97M-V/def2-TZVPD.

The geometry in XYZ format:
```
22
Properties=species:S:1:pos:R:3:forces:R:3
O 0.625830 -2.525445 -0.395919 -0.41 1.10 -0.43
C -1.157306 1.162305 0.074421 -1.80 1.23 1.37
O -0.944408 -1.431173 1.718538 -0.28 -1.17 -1.04
O -2.629080 0.035796 -1.778992 0.89 1.93 -3.39
H -1.228570 1.116420 2.115114 0.35 -0.39 0.91
P 0.224747 -0.827862 -0.537312 0.41 -1.14 1.35
C 2.057855 -0.408756 -1.220091 -0.90 -2.73 2.84
C -0.439548 0.896156 1.396594 0.53 1.95 0.47
H -1.755786 2.168550 0.039781 0.83 -1.60 0.29
H 1.030023 -0.717264 1.932922 -1.37 0.53 -0.98
H 0.975580 2.224990 0.743683 -0.96 -1.40 2.55
O 2.081897 0.613705 -2.090845 0.25 0.93 -1.26
O 0.691766 1.803015 1.657602 -0.49 0.43 -2.99
H 1.351476 1.243821 -1.940541 0.24 -0.48 0.33
H 2.772141 -0.358488 -0.329375 -1.17 0.83 -0.47
H -0.115547 -3.111863 -0.169802 0.20 0.57 0.00
O -0.280136 1.077616 -0.906511 2.66 0.00 -2.23
H -1.387464 -1.325389 2.554552 0.28 0.65 0.64
H -1.985020 0.608954 -2.415132 -1.70 -1.85 2.70
C 0.060712 -0.523852 1.341110 1.53 0.20 0.60
H 2.366019 -1.437735 -1.524096 -0.37 0.94 -1.17
P -2.315181 -0.283504 -0.265701 1.28 -0.52 -0.10
```
Forces are in eV/Å.

## Properties
- HOMO: -0.314 Ha
- Total energy: -1292.47587 Eh
- ΔE to the lowest compared entry with this formula, charge and spin: 1.280 eV
- Orbital gap: 0.289 Eh
- Max |F|: 4.05 eV Å⁻¹

Results of the natural (NBO) charge analysis, in e, for atoms 1 through 8: -1.018, -0.243, -0.749, -1.030, 0.180, 1.227, -0.261, 0.013

***

Record 2
Here is an isolated molecule of C4H10OS in a non-equilibrium geometry from the OMol25 dataset. Energies are from ωB97M-V/def2-TZVPD.

The geometry in XYZ format:
```
16
Properties=species:S:1:pos:R:3:forces:R:3
H -2.601274 -1.013784 1.368163 0.51 2.24 -3.17
H -3.123603 -1.230999 -0.243060 -2.07 -2.06 -1.81
H 0.019698 -0.016030 1.028088 0.87 0.06 1.92
C 2.473086 -0.985255 0.047054 1.24 0.07 -1.22
C -2.555517 -0.503297 0.169645 1.30 1.20 3.79
H 0.650474 2.259480 0.252798 1.22 1.25 0.58
S -0.911540 -0.885776 -0.696385 -3.74 -1.35 -1.35
C 0.003679 1.663080 -0.298433 -3.09 -1.96 -2.46
H 2.436044 -2.193362 -0.179300 -0.61 3.25 0.52
H 3.394579 -0.561020 -0.519347 -1.51 -1.09 0.85
O 1.432248 -0.054365 -0.501058 4.00 -2.42 -0.10
H -3.143299 0.533497 0.050411 1.92 -2.22 0.38
H 2.724996 -0.770569 1.123140 -0.85 -0.38 -0.86
H -1.064503 1.935434 -0.192400 0.54 0.06 0.65
H 0.052641 1.644161 -1.418823 0.81 0.75 0.86
C 0.212297 0.178811 0.009502 -0.54 2.62 1.42
```
Forces are in eV/Å.

## Properties
- HOMO: -0.312 Ha
- Total energy: -631.70829 Eh
- ΔE to the lowest compared entry with this formula, charge and spin: 3.167 eV
- Orbital gap: 0.345 Eh
- Max |F|: 4.68 eV Å⁻¹

Results of the natural (NBO) charge analysis, in e, for atoms 1 through 8: 0.210, 0.207, 0.170, -0.280, -0.750, 0.214, 0.212, -0.614

***

Record 3
Here is a cluster of 2 separate species, C4H10OS in total in a non-equilibrium geometry from the OMol25 dataset. Energies are from ωB97M-V/def2-TZVPD.

The geometry in XYZ format:
```
16
Properties=species:S:1:pos:R:3:forces:R:3
O -0.887112 -2.908528 -0.577585 -0.36 0.00 -0.19
H 1.050861 -1.187549 1.118735 -0.62 0.28 0.51
H -0.231998 2.790894 -1.817798 0.40 -0.28 -0.21
H 0.963762 -2.474741 -1.127205 0.28 0.26 0.05
H -0.988500 1.310376 -2.450776 -0.51 0.03 0.00
H -0.454190 0.089094 -0.323386 -0.66 0.45 0.38
H -0.165878 -2.514777 1.756717 -0.15 0.76 0.32
S 0.423211 2.031082 0.955156 -0.63 -0.19 -0.43
C 0.220267 -2.526744 -0.314676 0.06 -0.36 0.65
H 0.967440 0.672279 -0.935961 0.10 0.65 -0.10
C 0.639550 -2.196703 1.107390 0.87 -0.81 -1.16
H -1.600221 2.308722 -0.994544 -0.71 -0.52 -0.55
C 0.011292 1.052083 -0.547998 0.88 -0.54 0.00
H 1.517236 -2.802199 1.363497 -0.05 -0.16 -0.16
H -0.788974 2.650014 1.012830 0.50 -0.28 0.12
C -0.768829 1.876502 -1.553150 0.58 0.70 0.76
```
Forces are in eV/Å.

## Properties
- HOMO: -0.339 Ha
- Total energy: -631.79520 Eh
- ΔE to the lowest compared entry with this formula, charge and spin: 0.802 eV
- Orbital gap: 0.372 Eh
- Max |F|: 1.66 eV Å⁻¹

Results of the natural (NBO) charge analysis, in e, for atoms 1 through 8: -0.524, 0.239, 0.215, 0.108, 0.222, 0.208, 0.242, -0.055